[1]
This record from OMol25 describes C26H46Cl2O2P2V as an isolated structure at a distorted geometry. The level of theory is ωB97M-V/def2-TZVPD.

Structure (XYZ):
```
79
Properties=species:S:1:pos:R:3:forces:R:3
V 1.208542 1.318669 -1.683562 0.168 -0.372 3.633
C 2.541416 -0.232372 -0.020433 -0.318 0.690 0.974
C 2.936277 1.102826 -0.447180 -0.700 0.343 1.583
C 1.172976 1.256016 1.082176 1.052 1.936 -0.171
C 1.555552 -0.095180 0.988871 1.018 -1.326 -1.303
C 2.034337 2.044988 0.239482 0.194 -1.492 0.244
C 3.293227 -1.483639 -0.317938 0.126 -0.308 -0.289
H 3.605050 -1.532530 -1.369930 0.035 0.029 0.272
H 2.688490 -2.378414 -0.113304 0.158 0.242 -0.041
H 4.204321 -1.556769 0.298415 -0.272 0.057 -0.157
C 1.137499 -1.142030 1.952330 -0.523 -0.343 0.146
H 1.488814 -2.142081 1.673744 0.064 0.200 0.015
H 0.036712 -1.174537 2.063486 0.409 0.071 0.011
H 1.543501 -0.930174 2.957359 -0.081 0.028 -0.331
C 0.277145 1.780102 2.144470 -0.535 0.051 0.127
H 0.777925 1.819227 3.126106 0.202 -0.090 -0.336
H -0.583317 1.116314 2.287426 0.152 0.124 -0.091
H -0.082215 2.791254 1.933840 0.092 -0.150 -0.045
C 2.111056 3.528867 0.236125 -0.180 0.735 -0.079
H 3.034588 3.881666 -0.234540 -0.170 -0.038 0.089
H 2.080617 3.929037 1.259081 0.056 -0.116 -0.236
H 1.260952 3.976156 -0.304678 0.275 0.046 0.187
C 4.146015 1.410267 -1.255875 0.215 0.186 -0.224
H 5.071440 1.232626 -0.688253 -0.237 -0.008 0.025
H 4.150092 2.453033 -1.589028 0.120 -0.263 0.105
H 4.196969 0.763427 -2.139869 0.042 0.096 0.068
C 0.091715 0.011425 -2.603631 0.209 -1.786 -0.949
C 1.531885 -0.236120 -2.839981 -1.566 -1.329 -0.456
C 2.218873 0.207716 -4.102796 0.502 -0.442 -0.797
C 2.396977 1.737383 -4.221992 0.625 0.284 -0.583
C 1.882481 2.524463 -3.029230 -0.971 1.602 -1.672
C 0.438369 2.752345 -2.865854 0.555 1.477 -1.074
C -0.550486 2.166684 -3.844878 -0.506 0.149 -0.554
C -0.759478 0.639541 -3.680682 -0.658 -0.195 -0.352
H 1.709038 -0.197406 -4.996545 -0.014 0.208 0.324
H 1.953531 2.101736 -5.170154 0.000 -0.069 0.538
H 3.221315 -0.256036 -4.150557 -0.413 0.125 0.187
H -0.579097 0.138603 -4.648155 0.069 0.116 0.318
H -0.437631 -0.700426 -1.952682 0.340 0.244 -0.151
H 1.895857 -1.189967 -2.448680 -0.044 0.449 0.129
H -1.817679 0.438701 -3.453555 0.372 0.090 -0.010
H -1.516641 2.689860 -3.748129 0.379 -0.216 0.150
H 0.146023 3.763230 -2.523959 0.354 -0.718 0.257
H -0.253403 2.376736 -4.891877 0.133 -0.043 0.471
H 3.472510 1.959489 -4.323243 -0.363 -0.101 0.077
H 2.507903 3.372899 -2.742255 -0.160 -0.251 0.233
P -0.855783 -3.012561 -0.273787 -2.517 -2.673 -0.090
C -0.846490 -4.382478 0.966826 0.750 0.896 0.693
H -1.423916 -5.255340 0.631505 0.071 0.440 -0.264
H -1.258274 -3.999917 1.911091 0.077 -0.138 -0.228
H 0.197011 -4.677830 1.145274 -0.296 -0.031 0.017
C -2.636791 -2.917139 -0.724754 0.049 1.225 0.229
H -3.031085 -3.898139 -1.024206 0.430 0.119 0.086
H -2.716570 -2.216121 -1.569798 -0.162 -0.213 0.203
H -3.206836 -2.511138 0.123217 0.141 -0.100 -0.193
C -0.255976 -3.904940 -1.769243 1.163 0.986 -0.178
H -0.277197 -3.199099 -2.612607 0.037 -0.317 0.102
H -0.877741 -4.779687 -2.004794 -0.031 0.316 0.388
H 0.784015 -4.217295 -1.605606 -0.244 -0.028 -0.188
P -2.253945 1.900513 0.044254 0.335 0.156 -0.343
C -2.062616 3.736639 -0.058871 0.106 -0.072 -0.028
H -2.983185 4.182038 -0.460228 0.245 0.065 0.179
H -1.216598 3.973984 -0.721867 -0.317 0.071 0.210
H -1.858891 4.141150 0.942332 -0.042 -0.005 -0.301
C -3.356078 1.669183 -1.397703 -0.209 -0.131 -0.083
H -2.824720 1.885476 -2.335093 -0.253 -0.019 0.348
H -4.222708 2.337606 -1.296262 0.101 -0.235 -0.190
H -3.695765 0.623413 -1.412229 -0.006 0.281 -0.092
C -3.483095 1.798111 1.400891 0.270 -0.285 0.043
H -4.299937 2.508810 1.214238 0.135 -0.208 0.160
H -2.967857 2.030523 2.345929 -0.327 -0.046 -0.246
H -3.856062 0.762190 1.459670 0.008 0.433 0.037
Cl -1.040176 -2.456410 4.463438 -0.080 0.176 0.177
C -2.398671 -1.336145 4.170922 -0.146 0.067 -0.406
Cl -1.994873 0.358781 4.572422 0.066 -0.341 0.224
C -2.782477 -1.399370 2.659818 -1.409 -0.308 -0.074
O -3.971300 -1.714179 2.458048 1.390 0.211 -0.173
O -1.873706 -1.105264 1.822553 0.047 -0.372 -0.041
H -3.247549 -1.646736 4.791220 0.415 0.153 -0.243
```
Forces are in eV/Å.

Properties
**Spin multiplicity**: 3
**Total charge**: +1

Atom charges from the Löwdin analysis, given in e for atoms 1 to 8: V 0.8448; C -0.2035; C -0.2748; C -0.1699; C -0.1634; C -0.2748; C -0.0243; H 0.0795

***

[2]
This record from OMol25 describes C26H46IrOP2 as an isolated structure at a distorted geometry. The level of theory is ωB97M-V/def2-TZVPD.

Structure (XYZ):
```
76
Properties=species:S:1:pos:R:3:forces:R:3
Ir -1.116853 0.900584 -5.122344 -1.480 3.944 5.704
C -0.400791 -2.205652 0.825409 2.435 -1.156 -1.654
C 0.961554 -2.507785 0.558244 -2.322 0.252 -0.205
C 0.887096 -1.133776 2.400584 -1.907 -0.036 -0.545
C -0.448641 -1.355252 1.962476 2.346 1.236 1.671
C 1.754681 -1.846897 1.532287 -0.487 0.280 0.337
C -1.571776 -2.631337 0.033968 -0.358 -0.297 -0.194
H -1.307299 -3.452945 -0.640617 -0.188 0.155 0.135
H -1.963879 -1.803005 -0.577289 -0.010 -0.117 0.144
H -2.384978 -2.970837 0.690574 0.115 0.048 -0.239
C -1.666860 -0.749048 2.525328 -0.489 0.029 0.282
H -1.933733 0.168201 1.975470 -0.063 -0.255 0.146
H -1.529919 -0.492951 3.582129 -0.130 -0.016 -0.224
H -2.514204 -1.443871 2.443057 0.113 0.274 0.084
C 1.321805 -0.268074 3.514171 0.255 0.189 0.537
H 2.022871 -0.799077 4.174619 -0.158 0.261 -0.044
H 0.468030 0.061690 4.116636 0.251 -0.022 -0.043
H 1.843901 0.631738 3.148146 -0.006 -0.063 0.185
C 3.228959 -1.861426 1.623411 0.363 -0.056 -0.208
H 3.572460 -2.487133 2.460316 -0.049 0.153 -0.138
H 3.628940 -0.851152 1.788572 -0.024 -0.191 0.110
H 3.675221 -2.258380 0.704616 0.002 0.015 0.211
C 1.480090 -3.327208 -0.557453 0.275 -0.433 -0.303
H 2.005317 -4.220256 -0.187233 -0.085 0.155 -0.219
H 2.195802 -2.758865 -1.170848 -0.074 -0.193 0.009
H 0.665241 -3.659502 -1.209325 0.251 0.003 0.069
C -2.185803 1.226599 -6.772101 -1.363 -0.357 -2.109
C -2.141845 -0.183466 -6.422541 -1.790 -1.082 -1.682
C -1.215757 -1.143278 -7.130846 0.014 -0.821 0.164
C 0.292028 -0.887659 -6.865680 0.290 -0.761 -0.173
C 0.556573 0.148935 -5.803465 2.277 -0.275 -0.955
C 0.437933 1.570349 -6.100126 2.557 -0.157 -1.337
C 0.119817 2.014500 -7.507894 0.034 0.792 -0.342
C -1.342002 1.732245 -7.915565 0.100 0.752 -0.523
H -1.406022 -1.143926 -8.211659 -0.138 0.077 0.195
H 0.800862 -0.617635 -7.799381 -0.044 0.039 0.204
H -1.460165 -2.154258 -6.774457 0.059 0.293 -0.178
H -1.378981 1.033237 -8.759787 -0.090 -0.010 0.218
H -3.155841 1.748043 -6.633523 0.669 -0.520 -0.405
H -3.060836 -0.599543 -6.004514 0.226 -0.096 -0.342
H -1.779075 2.668726 -8.286782 0.071 -0.296 0.091
H 0.298411 3.095369 -7.571987 -0.030 -0.273 0.023
H 1.099322 2.220001 -5.524943 -0.174 0.039 -0.073
H 0.807334 1.552088 -8.226446 0.002 0.015 0.224
H 0.746655 -1.830398 -6.532130 -0.129 0.253 -0.190
H 1.282845 -0.116612 -5.031038 -0.172 -0.086 -0.144
P -3.325373 1.879612 -4.353215 -0.607 0.064 0.622
P 1.224493 2.329015 -0.940732 -0.408 -1.056 -0.736
C -0.671167 2.012771 -3.299053 -0.482 1.140 1.396
C 0.778124 2.174425 -2.766805 0.358 0.070 -0.517
H -1.328446 1.643687 -2.493391 0.329 0.037 -0.473
H -1.066015 3.006839 -3.579711 0.358 -0.354 0.178
H 1.403414 1.355510 -3.161243 0.044 0.234 0.451
H 1.181759 3.107785 -3.194347 0.054 -0.338 0.081
C 1.960300 3.912991 -0.552469 0.252 0.390 -0.170
H 2.490871 3.869817 0.410936 -0.224 -0.071 -0.282
H 1.200934 4.708316 -0.512249 0.216 -0.276 -0.078
H 2.688617 4.155597 -1.340350 -0.144 0.002 0.251
C 2.345952 0.964943 -0.561419 0.262 0.044 -0.009
H 3.170299 0.960915 -1.287838 -0.140 0.049 0.194
H 1.806740 0.009104 -0.626517 -0.057 0.195 0.054
H 2.759682 1.069127 0.452773 -0.178 0.006 -0.280
C -4.348769 0.462765 -3.873988 -0.337 0.458 0.158
H -3.940380 -0.505222 -4.196078 -0.260 0.296 0.189
H -5.337136 0.649047 -4.328773 0.174 -0.377 0.256
H -4.434628 0.507614 -2.776095 -0.157 -0.325 -0.300
C -1.237832 -0.623781 -3.759237 0.173 -1.914 0.423
H -0.195281 -0.864760 -3.514575 -0.283 -0.129 0.194
H -1.708273 -1.508086 -4.210259 0.202 0.092 0.293
H -1.766503 -0.324913 -2.850297 0.030 -0.021 -0.195
C -0.287319 2.735186 1.480520 -0.307 0.162 0.095
C -0.231482 2.001346 0.176760 -2.161 -2.014 -0.226
O -1.036348 1.127395 -0.179865 2.101 2.200 0.466
H -1.242427 2.522900 1.980446 0.334 -0.020 -0.169
H -0.207703 3.821744 1.318954 0.074 -0.313 0.089
H 0.537208 2.412405 2.138681 -0.160 0.085 -0.229
```
Forces are in eV/Å.

Properties
**Relative energy (zero: lowest compared OMol25 entry of this formula, charge and spin)**: 0.000 eV
**Spin multiplicity**: 6
**Total charge**: +2

Atom charges from the Löwdin analysis, given in e for atoms 1 to 8: Ir 1.3058; C -0.1902; C -0.2244; C -0.2240; C -0.1891; C -0.2004; C -0.0283; H 0.0751

***

[3]
This record from OMol25 describes a 8-piece molecular cluster, C26H47Br6N5 overall at a distorted geometry. The level of theory is ωB97M-V/def2-TZVPD.

Structure (XYZ):
```
84
Properties=species:S:1:pos:R:3:forces:R:3
C 0.351792 -4.261681 -1.692976 -1.556 -0.127 -0.043
C -0.797618 -3.469261 -2.411346 1.512 0.462 1.292
C -2.002088 -4.349561 -2.716696 0.472 0.181 -1.707
C -2.841428 -3.761421 -3.775896 -0.019 0.033 -0.008
N -3.489348 -3.305421 -4.608216 0.148 0.035 0.156
H -0.205478 -4.815271 -0.937266 0.613 -0.246 0.503
H 1.126272 -3.633621 -1.252726 -0.248 -0.059 -0.107
H 0.846352 -4.989711 -2.335986 -0.152 0.075 -0.203
H -0.287078 -2.968231 -3.233786 -0.816 -0.085 -0.569
H -1.149978 -2.681881 -1.745026 0.189 0.205 0.051
H -2.677268 -4.575081 -1.891236 0.525 -0.175 0.249
H -1.529538 -5.224391 -3.163326 -0.644 -0.608 0.206
C 0.709232 1.787619 3.577414 -0.449 -0.525 0.939
C 1.805142 0.740319 3.705994 -0.856 0.062 -1.849
C 2.873122 0.874889 2.641394 0.851 1.064 1.059
C 3.624482 2.164709 2.770314 -2.009 -4.196 -0.433
N 4.274132 3.075309 2.844234 1.896 3.235 0.220
H 0.928732 2.631729 4.231174 -0.512 0.111 -0.166
H -0.162868 1.203479 3.871214 -0.502 0.780 0.749
H 0.417582 2.113049 2.578844 0.828 0.163 -0.225
H 1.307632 -0.170871 3.373864 0.142 -0.597 0.618
H 2.223352 0.621419 4.705524 -0.169 0.120 -0.096
H 2.454042 0.867949 1.635194 0.025 -0.285 0.033
H 3.507392 0.022709 2.885494 0.683 0.210 -0.877
C 5.090842 5.690579 -1.160316 -0.861 0.663 -0.523
C 4.232652 4.441109 -1.048586 0.457 -2.500 0.467
C 2.885622 4.610219 -0.289316 1.025 0.812 -0.024
C 1.890822 3.546849 -0.248816 1.373 1.061 -0.582
N 1.050762 2.789139 -0.138176 -1.200 -1.502 0.089
H 4.497172 6.394369 -1.743696 -0.135 0.684 0.531
H 6.018782 5.728029 -1.730956 0.045 -1.189 -0.031
H 5.370242 6.053409 -0.171176 -0.403 0.271 -0.013
H 4.781452 3.675199 -0.500596 0.161 0.217 0.347
H 4.037752 3.846049 -1.940786 0.019 0.747 -0.714
H 2.433902 5.506249 -0.714956 -0.411 0.074 0.412
H 3.143052 4.734529 0.762524 -0.132 0.572 0.123
C -2.007948 -6.153971 4.502984 -0.638 -0.680 -0.729
C -2.360678 -5.060081 5.490524 -0.273 -0.119 0.979
C -2.908368 -3.807901 4.802624 0.485 0.790 -1.450
C -3.813358 -4.057891 3.650654 3.705 0.517 4.590
N -4.536928 -4.298861 2.843974 -3.412 -0.960 -4.114
H -1.130618 -6.736941 4.783224 -0.131 0.084 0.175
H -1.821088 -5.750071 3.507974 0.298 0.262 -0.011
H -2.829358 -6.843951 4.309774 -0.058 -0.092 0.244
H -1.433438 -4.930611 6.048714 -0.041 1.104 -0.062
H -3.060908 -5.308531 6.288054 -0.190 -0.695 -0.279
H -2.031338 -3.318981 4.378524 0.162 0.171 -0.223
H -3.421218 -2.995521 5.317534 0.137 -0.449 0.972
C 0.022552 0.062719 -5.394896 0.915 -0.591 -0.900
C -0.831998 0.062929 -4.185066 -0.417 0.160 0.146
C -1.748908 1.314059 -4.093236 -0.485 -0.811 1.008
C -2.357518 1.244319 -2.722996 -1.923 1.241 2.855
N -2.934528 1.232009 -1.681316 2.606 -0.268 -3.895
H 0.823952 0.793949 -5.289316 -0.268 0.458 -0.511
H -0.558998 0.121329 -6.314936 0.148 0.508 -0.052
H 0.575002 -0.871801 -5.492796 -0.103 -0.222 0.169
H -0.154108 0.085439 -3.331806 -0.116 0.069 0.331
H -1.364398 -0.885961 -4.119706 -0.489 0.222 0.073
H -2.608088 1.436009 -4.752806 -0.084 -0.987 -0.365
H -1.213808 2.221559 -4.372906 0.395 0.156 0.991
Br -4.877628 1.919489 0.863264 -0.431 0.442 -0.076
C -4.803508 3.729419 0.085364 1.410 0.024 1.100
C -3.366478 4.347229 0.236674 -1.449 0.190 -0.406
Br -2.762548 4.413129 2.094364 -0.047 -0.214 -0.370
H -5.418108 4.392209 0.694524 -0.331 -0.482 0.001
H -5.219668 3.658419 -0.919556 0.503 0.047 0.012
H -3.567328 5.393739 0.007354 0.521 0.039 -0.214
H -2.564488 3.947859 -0.384136 -0.288 -0.163 0.165
Br -1.907908 -1.208021 2.658954 0.959 0.909 -1.696
C -1.630908 0.146459 1.167274 1.615 0.131 -1.153
C -0.801768 -0.388541 -0.048216 -2.118 -0.778 1.462
Br 0.574142 -1.735091 0.580104 -1.055 1.123 0.446
H -1.016388 1.007069 1.431514 -0.483 -0.155 1.424
H -2.590588 0.504449 0.794504 -0.234 -0.268 0.269
H -0.408408 0.525319 -0.493436 0.594 -0.530 -0.372
H -1.493158 -0.994101 -0.634206 0.650 0.181 -0.490
Br 5.030302 1.046429 -0.183406 -0.236 -0.788 -0.383
C 3.990252 -0.485161 -0.897536 -0.871 1.216 -0.425
C 3.244532 -0.028721 -2.175716 -0.105 -0.864 0.107
Br 2.479682 -1.663391 -3.063396 0.635 0.327 0.174
H 3.252742 -0.652491 -0.112566 0.275 -0.457 -0.050
H 4.651842 -1.330871 -1.085076 -0.081 0.250 0.139
H 3.900422 0.535939 -2.838336 -0.174 -0.408 -0.230
H 2.271452 0.453459 -2.082376 0.627 0.615 0.751
```
Forces are in eV/Å.

Properties
**Spin multiplicity**: 2
**Total charge**: +1

Atom charges from the Löwdin analysis, given in e for atoms 1 to 8: C -0.1469; C -0.2726; C -0.1722; C -0.2287; N 0.1479; H 0.0729; H -0.0351; H 0.0816

***

Number 1: calculated total energy -3715.42187 Ha, molar mass 574.5 g mol⁻¹. Number 2: calculated total energy -1879.69215 Ha, molar mass 628.8 g mol⁻¹. Number 3: calculated total energy -16736.26595 Ha, molar mass 909.1 g mol⁻¹.